55
Properties=species:S:1:pos:R:3:forces:R:3:nbo_charge:R:1 method="wB97M-V/def2-TZVPD" charge=+2 homo_lumo_gap_ev=6.30 energy_ev=-97855.3077 max_force_ev_per_a=0.3 de_lowest_kj_mol=1.6
Pd 0.87580 0.52245 1.44603 0.091 0.053 0.029 0.499
O -4.86324 0.02905 5.50369 0.014 0.004 0.031 -0.419
C -3.90901 0.23494 4.84509 -0.034 -0.010 -0.065 0.232
S -2.74311 -1.08163 4.40699 0.044 0.012 0.063 0.473
C -1.68115 -0.12233 3.47045 -0.143 -0.074 -0.198 -0.392
C -2.03433 1.33775 3.33837 0.149 0.049 0.224 -0.421
S -1.12835 2.42244 2.54871 -0.090 -0.018 -0.081 0.159
S -3.47189 1.82492 4.16079 -0.025 -0.011 -0.037 0.480
S -0.44967 -0.89233 2.70727 0.017 0.053 0.077 0.276
N 2.06821 1.11761 3.15782 0.022 -0.034 -0.029 -0.817
C 3.37530 1.62071 2.65566 0.003 0.002 0.001 -0.241
C 3.13060 2.38975 1.37784 -0.004 -0.004 -0.001 -0.244
N 2.42264 1.49522 0.42815 0.019 -0.004 0.007 -0.787
H 1.58104 1.85507 3.66035 -0.019 -0.001 -0.016 0.406
H 2.21641 0.36832 3.82739 0.002 0.006 0.007 0.413
H 4.01051 0.75596 2.45970 0.001 0.001 0.002 0.216
H 3.87605 2.24305 3.39720 -0.001 0.000 0.001 0.236
H 4.06743 2.75096 0.95254 0.000 0.000 0.000 0.238
H 2.48908 3.25299 1.56382 -0.001 0.001 0.003 0.216
H 3.05869 0.79573 0.04761 -0.007 0.001 0.010 0.415
H 2.06975 2.02282 -0.36725 0.019 -0.010 -0.001 0.427
Cl -0.05356 3.17013 -0.60794 -0.026 0.008 0.009 -0.001
C -1.21998 2.21143 -1.48345 0.003 0.015 -0.013 0.004
C -2.12289 2.91979 -2.25789 0.006 0.002 0.008 -0.223
C -3.04491 2.23495 -3.03236 -0.001 -0.010 -0.002 -0.144
C -3.05093 0.84848 -3.03761 -0.002 0.010 -0.004 -0.202
C -2.15128 0.15225 -2.25022 -0.013 0.003 0.025 -0.109
C -1.22152 0.81690 -1.43889 -0.004 -0.013 0.012 -0.462
P -0.04139 -0.22424 -0.52834 -0.022 -0.013 -0.007 1.173
C -0.92254 -1.78883 -0.30109 0.032 0.005 0.007 -0.436
C -0.36897 -3.00901 -0.67239 -0.007 0.015 -0.012 -0.129
C -1.06603 -4.18750 -0.42950 -0.003 -0.003 0.000 -0.203
C -2.31133 -4.15078 0.17545 0.004 -0.001 0.003 -0.161
C -2.87395 -2.93134 0.53969 -0.008 0.003 -0.003 -0.203
C -2.18234 -1.75617 0.30859 -0.009 -0.004 -0.009 -0.208
C 1.34742 -0.50721 -1.64789 0.007 0.014 0.001 -0.445
C 2.45699 -1.22283 -1.17970 -0.012 -0.024 -0.022 -0.237
C 3.53863 -1.45217 -2.01218 0.000 -0.004 0.003 -0.190
C 3.53012 -0.95530 -3.31250 0.001 0.004 -0.001 -0.163
C 2.44076 -0.23577 -3.77579 0.002 -0.001 0.000 -0.202
C 1.34646 -0.01045 -2.94844 -0.007 -0.017 -0.002 -0.129
H -2.09024 4.00029 -2.25884 0.000 0.001 0.000 0.252
H -3.74818 2.78892 -3.63913 0.000 0.001 0.002 0.247
H -3.75402 0.30594 -3.65416 0.001 0.000 -0.001 0.244
H -2.16793 -0.92856 -2.26870 -0.002 -0.002 0.003 0.228
H 0.59005 -3.05423 -1.16931 0.022 0.009 -0.002 0.223
H -0.63504 -5.13342 -0.72798 0.001 0.001 0.001 0.241
H -2.85304 -5.06983 0.35382 0.000 0.001 0.000 0.242
H -3.85729 -2.89976 0.99013 -0.002 -0.002 -0.002 0.236
H -2.63628 -0.80600 0.57103 -0.007 0.004 -0.018 0.217
H 2.46701 -1.61135 -0.16559 -0.012 -0.018 0.001 0.223
H 4.38634 -2.02053 -1.65332 0.001 -0.001 -0.001 0.239
H 4.37653 -1.13259 -3.96219 0.000 -0.001 0.000 0.244
H 2.43492 0.15016 -4.78608 0.001 0.000 0.000 0.243
H 0.49764 0.54513 -3.32544 0.000 -0.001 0.001 0.225

52
Properties=species:S:1:pos:R:3:forces:R:3:nbo_charge:R:1 method="wB97M-V/def2-TZVPD" smiles="O=C(COC(=O)c1oc2ccccc2c1CSc1ccc(Cl)cc1)NC1CCCC1" homo_lumo_gap_ev=8.37 energy_ev=-57247.0202 max_force_ev_per_a=1.3 de_lowest_kj_mol=37.6
O -2.42966 -3.68817 -1.63698 -0.135 -0.277 -0.383 -0.617
C -1.85697 -3.20588 -0.68476 0.626 -0.125 0.361 0.645
N -2.29340 -2.16149 0.03013 -0.130 0.361 0.345 -0.621
H -1.73226 -1.82285 0.80365 0.066 -0.220 -0.179 0.425
C -3.50416 -1.42854 -0.27438 -0.169 -0.188 -0.228 -0.068
C -4.42540 -1.38635 0.95376 0.064 0.005 0.042 -0.408
H -5.46404 -1.32623 0.62818 -0.081 0.014 0.002 0.207
H -4.30807 -2.27435 1.57296 -0.078 -0.081 -0.042 0.216
C -4.03005 -0.09715 1.66728 -0.201 0.043 -0.087 -0.405
H -4.78253 0.23506 2.38049 0.047 0.007 0.118 0.214
H -3.08696 -0.23375 2.19914 0.078 -0.003 0.102 0.193
C -3.84377 0.88204 0.51129 0.074 0.059 0.058 -0.408
H -4.81712 1.24062 0.17449 -0.050 0.066 0.013 0.200
H -3.23965 1.74493 0.78790 -0.052 0.089 -0.021 0.214
C -3.18040 0.04740 -0.59079 -0.070 0.071 -0.060 -0.414
H -2.09854 0.18802 -0.57397 -0.026 -0.026 -0.052 0.210
H -3.53646 0.33119 -1.57890 0.063 0.030 -0.075 0.221
H -3.96466 -1.94646 -1.11838 0.055 0.091 0.131 0.238
C -0.52820 -3.79075 -0.15638 -0.543 -0.367 0.113 -0.164
H -0.31932 -4.71693 -0.69334 -0.092 0.190 0.084 0.224
H -0.61691 -3.97722 0.91996 0.073 -0.009 -0.148 0.204
O 0.59326 -2.94918 -0.40558 0.328 0.229 -0.243 -0.467
C 0.84404 -1.95483 0.43924 -0.323 -0.104 0.264 0.767
O 0.13125 -1.65315 1.37986 0.300 -0.100 -0.179 -0.632
C 2.08996 -1.26560 0.12176 0.541 0.962 0.618 0.140
C 2.66083 -0.17529 0.74074 -0.548 -0.887 -0.320 -0.012
C 3.88519 0.06309 0.04253 0.052 -0.512 -0.535 -0.156
C 4.91285 1.00066 0.15947 -0.025 -0.086 -0.011 -0.166
C 5.96464 0.91515 -0.72282 0.098 0.125 0.082 -0.227
C 6.01203 -0.07469 -1.71027 -0.079 -0.075 -0.027 -0.187
C 5.00849 -1.01051 -1.84799 -0.218 -0.224 -0.047 -0.272
C 3.94515 -0.92848 -0.95970 0.400 0.904 0.558 0.365
O 2.86027 -1.72632 -0.90406 -0.099 -0.366 -0.326 -0.400
H 5.03629 -1.77506 -2.60694 0.034 -0.087 -0.107 0.231
H 6.85637 -0.10429 -2.38194 0.061 -0.019 -0.070 0.219
H 6.77437 1.62574 -0.65722 0.069 0.066 0.009 0.218
H 4.87027 1.76696 0.91709 0.036 0.084 0.026 0.227
C 2.11844 0.58673 1.88568 -0.265 0.562 0.066 -0.556
H 1.11105 0.25865 2.13317 0.158 -0.025 0.098 0.271
H 2.76610 0.47606 2.75730 -0.051 -0.054 0.038 0.246
S 2.08659 2.40711 1.62211 0.019 -0.133 0.095 0.233
C 0.70081 2.61756 0.53449 0.244 -0.083 0.242 -0.179
C 0.58927 1.91103 -0.65467 -0.077 0.049 -0.045 -0.233
C -0.48811 2.13231 -1.49210 -0.106 0.083 -0.063 -0.167
C -1.44133 3.07860 -1.14668 0.229 -0.027 0.172 -0.062
C -1.32783 3.80205 0.03104 -0.078 0.016 -0.175 -0.227
C -0.25669 3.56629 0.87152 0.078 -0.105 -0.035 -0.205
H -0.15385 4.11886 1.79244 -0.036 0.035 0.112 0.229
H -2.07300 4.53856 0.28754 -0.089 0.060 -0.005 0.232
Cl -2.78209 3.36132 -2.19642 -0.184 0.032 -0.126 0.014
H -0.58023 1.58367 -2.41636 -0.051 -0.041 -0.094 0.225
H 1.34413 1.19386 -0.93459 0.061 -0.009 -0.065 0.227

55
Properties=species:S:1:pos:R:3:forces:R:3:nbo_charge:R:1 method="wB97M-V/def2-TZVPD" charge=-1 homo_lumo_gap_ev=6.06 energy_ev=-115279.1642 max_force_ev_per_a=4.5 de_lowest_kj_mol=141.7
C 0.36871 -0.48511 -1.18204 -1.092 0.922 0.601 -0.641
C 1.31127 -0.92849 -0.12545 2.212 -0.619 -0.532 -0.085
C 0.99124 -2.24592 0.50339 0.241 -1.102 -0.246 -0.669
C 2.59874 -0.37640 -0.07187 -2.756 -0.195 -0.330 0.007
N 3.76705 -1.06341 -0.08663 1.202 -0.860 1.163 -0.434
C 4.97996 -0.25000 0.08912 -0.168 -0.383 -0.487 -0.231
C 6.21870 -1.11494 0.24903 -0.046 0.046 -0.224 -0.076
O 6.29279 -2.07516 -0.80692 -0.455 -0.092 0.513 -0.532
C 5.19034 -2.98602 -0.76596 0.239 0.097 0.124 -0.075
C 3.82126 -2.31586 -0.85408 0.324 0.551 -0.088 -0.239
H -0.66696 -0.48912 -0.78994 0.371 0.169 -0.349 0.207
H 0.62621 0.52931 -1.49728 -0.177 -0.305 -0.275 0.223
H 0.35533 -1.16108 -2.05567 0.370 0.116 0.268 0.202
H -0.09805 -2.45162 0.54269 0.901 0.434 -0.007 0.238
H 1.41244 -3.10407 -0.06128 -0.170 0.097 0.286 0.177
H 1.39045 -2.26351 1.52943 -0.096 -0.292 -0.346 0.216
H 2.69249 0.70068 0.03630 0.136 0.260 -0.994 0.184
H 5.14804 0.37286 -0.80425 -0.183 0.092 0.098 0.178
H 4.82788 0.40349 0.95763 0.161 -0.162 -0.202 0.210
H 7.12311 -0.50865 0.11813 -0.220 -0.046 0.267 0.191
H 6.21694 -1.57355 1.25319 0.104 -0.235 -0.328 0.163
H 5.32736 -3.62422 -1.65493 -0.089 0.005 0.574 0.194
H 5.22183 -3.58231 0.17580 0.229 0.221 -0.521 0.160
H 3.11553 -3.03006 -0.41621 0.111 0.189 -0.334 0.215
H 3.54769 -2.14433 -1.92124 0.026 0.090 0.578 0.184
O -2.67296 -2.64088 -0.41371 0.005 0.880 1.389 -0.555
C -2.38933 -1.90476 0.44127 0.482 -1.040 -1.884 0.428
Co -1.88612 -0.71527 1.67377 1.130 0.833 -0.012 0.004
C -3.24540 -0.51208 2.73695 -1.038 1.708 1.719 0.444
O -3.98365 -0.21868 3.58036 0.301 -0.742 -0.786 -0.550
C -0.63862 -1.15791 2.83870 0.164 -0.317 0.084 0.508
O 0.15644 -1.37465 3.65856 -0.810 0.179 -0.701 -0.587
C -2.38485 1.73234 0.12768 1.959 -0.914 3.018 -0.079
C -3.77465 1.51904 0.00730 -2.085 -0.109 -0.196 -0.014
C -4.23082 0.70622 -1.05459 0.001 0.408 0.373 -0.220
C -5.57674 0.67076 -1.39039 0.192 -0.020 0.459 -0.200
C -6.48833 1.41311 -0.63802 -0.049 0.353 0.109 -0.244
C -6.06796 2.17847 0.46284 0.031 -0.478 0.004 -0.212
C -4.72325 2.19485 0.82261 0.603 -0.205 -0.587 -0.223
C -1.20953 1.54790 0.74012 -3.336 -1.940 0.961 -0.218
C -0.40050 0.91897 1.66244 0.068 -0.495 1.907 -0.493
Co -1.01701 2.52171 -0.75000 1.438 2.975 -3.007 -0.113
C -1.40408 2.09158 -2.41442 0.847 -0.536 -1.768 0.488
O -1.48910 2.04665 -3.56267 -0.405 -0.046 0.517 -0.551
C 0.66648 2.94157 -0.53573 1.721 -0.397 -0.981 0.525
O 1.77838 3.26424 -0.50419 -0.950 -0.115 0.478 -0.562
C -1.31829 4.22531 -0.90393 -1.409 1.764 0.671 0.493
O -1.51550 5.35623 -1.05298 0.398 -0.756 -0.155 -0.555
H -3.49110 0.09982 -1.57462 -0.174 0.239 -0.128 0.221
H -5.89917 0.05035 -2.22478 -0.057 0.142 0.197 0.208
H -7.53626 1.40077 -0.91895 0.038 0.031 0.076 0.201
H -6.78654 2.73346 1.07824 0.210 -0.290 -0.351 0.207
H -4.36317 2.72775 1.70995 -0.197 -0.068 -0.460 0.219
H 0.61399 0.63645 1.34897 -0.537 0.212 0.278 0.236
H -0.50274 1.31419 2.68826 0.284 -0.248 -0.431 0.224

55
Properties=species:S:1:pos:R:3:forces:R:3:nbo_charge:R:1 method="wB97M-V/def2-TZVPD" charge=+1 homo_lumo_gap_ev="5.76 / 5.89" energy_ev=-62209.8128 max_force_ev_per_a=1.1 de_lowest_kj_mol=44.4
Rh 0.23156 0.42256 -0.12103 -0.882 -0.141 0.326 0.760
F -4.04620 -4.94803 -1.34155 0.027 0.120 0.022 -0.324
C -2.74455 -4.85277 -1.69603 -0.132 -0.070 -0.021 0.338
C -2.04804 -3.73492 -1.35157 -0.068 0.204 0.111 -0.200
C -0.71516 -3.58836 -1.73525 0.088 0.119 0.012 -0.084
C 0.03199 -2.38276 -1.34536 0.014 -0.167 -0.140 0.506
O -0.57579 -1.49428 -0.71892 0.031 0.512 0.257 -0.638
C 1.41166 -2.36606 -1.69490 -0.171 -0.126 0.015 -0.317
C 1.91780 -3.39900 -2.41704 0.088 -0.268 -0.146 0.163
N 1.21294 -4.46374 -2.86317 -0.116 0.009 0.003 -0.352
C 1.86506 -5.46277 -3.68448 -0.049 0.038 0.128 -0.075
C 1.37914 -5.66146 -5.08974 0.015 -0.096 -0.080 -0.429
C 2.69885 -4.99778 -4.83301 0.012 0.150 -0.036 -0.404
C -0.11641 -4.60388 -2.48322 0.240 -0.073 -0.042 0.188
C -0.84015 -5.76146 -2.79350 0.220 -0.005 -0.059 -0.268
C -2.15835 -5.90433 -2.41384 -0.108 -0.161 0.015 0.114
N -2.84062 -7.10890 -2.72603 0.052 0.085 -0.080 -0.459
C -4.10834 -7.44271 -2.08376 0.082 -0.130 -0.034 -0.229
C -4.43733 -8.90180 -2.42870 0.188 -0.090 -0.007 -0.234
N -3.13443 -9.61071 -2.70122 -0.083 0.100 -0.114 -0.495
C -2.54932 -9.13455 -4.01427 -0.111 -0.069 0.149 -0.220
C -2.77395 -7.61981 -4.08868 -0.038 0.044 0.055 -0.244
C 2.40155 -1.29572 -1.30835 -0.091 0.461 0.113 0.774
O 3.57241 -1.60719 -1.24981 0.078 0.032 -0.119 -0.611
O 1.93183 -0.09843 -1.11359 0.054 -0.158 0.267 -0.775
H -2.52983 -2.94368 -0.79012 0.025 -0.023 -0.018 0.272
H 2.97110 -3.39012 -2.66636 -0.014 0.024 0.005 0.258
H 2.20885 -6.33287 -3.13856 -0.028 -0.007 0.051 0.221
H 0.56543 -5.03517 -5.43188 0.031 0.017 0.032 0.231
H 1.37753 -6.67234 -5.47696 0.000 0.031 -0.011 0.221
H 2.74596 -3.92996 -5.00133 0.023 -0.039 -0.021 0.239
H 3.61495 -5.53087 -5.04172 -0.040 -0.021 0.013 0.240
H -0.33918 -6.56879 -3.30920 -0.029 0.012 0.008 0.224
H -4.94549 -6.81792 -2.39774 -0.044 0.017 -0.056 0.227
H -3.99849 -7.33350 -1.00709 0.001 0.020 0.021 0.233
H -5.02874 -9.00383 -3.33514 -0.035 0.015 -0.020 0.225
H -4.95184 -9.40572 -1.61620 -0.002 -0.027 0.035 0.247
H -3.24431 -10.62354 -2.69634 -0.037 -0.012 -0.029 0.443
H -2.47761 -9.36097 -1.96045 0.014 0.021 0.036 0.444
H -3.05540 -9.67389 -4.81188 -0.002 -0.014 -0.013 0.233
H -1.49615 -9.40516 -4.00607 0.025 0.017 0.003 0.231
H -3.69166 -7.39062 -4.64275 -0.016 -0.013 0.006 0.204
H -1.95450 -7.16504 -4.63600 0.008 0.046 0.024 0.252
S -0.13113 0.57738 2.08797 0.465 -0.205 -0.916 0.131
C -1.09252 1.96316 2.38050 -0.295 0.373 0.311 -0.216
C -1.38784 2.39441 3.69199 0.135 -0.254 -0.126 -0.216
C -2.17383 3.49501 3.87842 -0.223 0.327 -0.089 -0.196
C -2.70084 4.20424 2.77254 0.054 -0.053 0.387 -0.211
C -2.42943 3.79351 1.49982 0.132 -0.257 -0.224 -0.193
C -1.61049 2.65817 1.29406 -0.271 0.380 0.449 -0.255
S -1.25443 2.08216 -0.27100 0.760 -0.658 -0.397 0.134
H -0.98104 1.85194 4.53808 -0.014 0.015 -0.050 0.224
H -2.39179 3.82874 4.88549 -0.012 0.018 -0.054 0.221
H -3.31960 5.07759 2.93440 0.024 -0.030 0.036 0.221
H -2.82611 4.32836 0.64476 0.025 -0.037 0.013 0.223